(1)
Molecular formula: C5H8N2
Method: DFT, ωB97M-V with the def2-TZVPD basis set

DFT total energy ... -304.7792 Eh
Energy relative to the best compared isomer or geometry (same formula, charge and spin) ... 35.3 kcal per mole
Max |F| ... 1.02 eV/A
Frontier orbital gap ... 10.601 eV
HOMO energy ... -9.71 eV
Total charge ... 0

Cartesian coordinates (Å):
C (0.84652, -1.01121, -0.82919)
C (-0.48615, -0.57285, -0.20720)
C (-0.49127, -0.52696, 1.33396)
N (-0.17337, 0.93022, 1.34913)
C (-0.64133, 0.95697, -0.06325)
C (0.09083, 1.80999, -0.99187)
N (0.70652, 2.44464, -1.73684)
H (1.71673, -0.56878, -0.32441)
H (0.98024, -2.10026, -0.81273)
H (0.89629, -0.69488, -1.87759)
H (-1.31749, -1.10319, -0.68059)
H (0.22795, -1.24999, 1.69507)
H (-1.47638, -0.64427, 1.80514)
H (0.82499, 1.11353, 1.40520)
H (-1.70409, 1.21701, -0.06484)

Formally, the natural (NBO) partial charges of the atoms, in units of the elementary charge, are as follows: atom 1 (C): -0.627, atom 2 (C): -0.208, atom 3 (C): -0.227, atom 4 (N): -0.591, atom 5 (C): -0.169, atom 6 (C): 0.274, atom 7 (N): -0.310, atom 8 (H): 0.209, atom 9 (H): 0.221, atom 10 (H): 0.227, atom 11 (H): 0.209, atom 12 (H): 0.199, atom 13 (H): 0.199, atom 14 (H): 0.362, atom 15 (H): 0.233

(2)
Molecular formula: C56H74ClN2O7P2PtSSi
Method: DFT, ωB97M-V with the def2-TZVPD basis set

DFT total energy ... -4764.0288 Eh
Energy relative to the best compared isomer or geometry (same formula, charge and spin) ... 15.6 kcal per mole
Max |F| ... 2.08 eV/A
Frontier orbital gap (spin up / spin down) ... 4.464 / 3.200 eV
HOMO energy (spin up / spin down) ... -10.06 / -9.58 eV
Total charge ... +1

Cartesian coordinates (Å):
Pt (-0.15696, -0.03908, -0.11753)
C (-2.09864, -2.38825, 1.59208)
Si (-1.62870, -1.85414, -0.13332)
C (-1.07548, -3.38419, -1.11546)
C (-2.00241, -3.98777, -1.97389)
C (-1.75725, -5.22521, -2.55030)
C (-0.58311, -5.90885, -2.26144)
C (0.36201, -5.31919, -1.44012)
C (0.13412, -4.05578, -0.88862)
P (1.50303, -3.23690, -0.03975)
C (2.86422, -3.34736, -1.26911)
C (2.69741, -2.23358, -2.31165)
C (4.02078, -1.89815, -3.01322)
C (4.84821, -3.16180, -3.22112)
C (5.25208, -3.77607, -1.86601)
C (4.30025, -3.36047, -0.73224)
C (2.10954, -4.32467, 1.31415)
C (3.00905, -3.57042, 2.31582)
C (2.20445, -2.73386, 3.31511)
C (1.18716, -3.59616, 4.05429)
C (0.25683, -4.26950, 3.05144)
C (1.04336, -5.13112, 2.07201)
C (-3.16943, -1.14078, -0.92212)
C (-4.41609, -1.70380, -0.63698)
C (-5.59164, -1.08680, -1.03599)
C (-5.52994, 0.11823, -1.71987)
C (-4.29968, 0.68781, -2.00597)
C (-3.11863, 0.05746, -1.61428)
P (-1.48271, 0.74738, -2.02733)
C (-1.83753, 2.54646, -2.33417)
C (-0.70849, 3.52829, -1.97364)
C (0.32250, 3.69300, -3.08579)
C (-0.34638, 4.14734, -4.37933)
C (-1.40132, 3.13999, -4.82137)
C (-2.42561, 2.88190, -3.71853)
C (-1.10287, -0.29573, -3.50080)
C (-2.18169, -0.37243, -4.58684)
C (-1.95756, -1.65437, -5.41216)
C (-0.46896, -2.02619, -5.50882)
C (0.39709, -0.76773, -5.48220)
C (0.26359, -0.01691, -4.14126)
H (-2.15412, -3.47127, 1.69110)
H (-3.06695, -1.94589, 1.82704)
H (-1.39300, -1.98863, 2.32291)
H (-2.93741, -3.48302, -2.18467)
H (-2.49074, -5.66340, -3.21522)
H (-0.40230, -6.88833, -2.68405)
H (1.28421, -5.85184, -1.23302)
H (2.70121, -4.30782, -1.76648)
H (2.30276, -1.33969, -1.82941)
H (1.95912, -2.55788, -3.04506)
H (4.59340, -1.18268, -2.41582)
H (3.81926, -1.40738, -3.96537)
H (5.73463, -2.94899, -3.81816)
H (4.24844, -3.87663, -3.79164)
H (6.27070, -3.48566, -1.60204)
H (5.24757, -4.86515, -1.94492)
H (4.55825, -2.36002, -0.37034)
H (4.42422, -4.04733, 0.10329)
H (2.72431, -5.03242, 0.74605)
H (3.73720, -2.94808, 1.78986)
H (3.57365, -4.32267, 2.87536)
H (1.66753, -1.94747, 2.78049)
H (2.88608, -2.25931, 4.02497)
H (0.61293, -2.98475, 4.75199)
H (1.70844, -4.36040, 4.64064)
H (-0.27091, -3.49962, 2.49425)
H (-0.48664, -4.87847, 3.56772)
H (0.37267, -5.62780, 1.36988)
H (1.56492, -5.91268, 2.63314)
H (-4.47313, -2.62881, -0.07238)
H (-6.54891, -1.52765, -0.78995)
H (-6.43705, 0.62419, -2.02231)
H (-4.28081, 1.63339, -2.52804)
H (-2.61767, 2.66936, -1.58032)
H (-0.24699, 3.22719, -1.03854)
H (-1.17810, 4.50002, -1.78878)
H (0.85123, 2.74870, -3.24009)
H (1.07182, 4.41796, -2.77157)
H (0.39350, 4.28279, -5.17071)
H (-0.82292, 5.11851, -4.20829)
H (-0.91243, 2.20842, -5.10397)
H (-1.92451, 3.50137, -5.70904)
H (-3.13845, 2.12268, -4.04132)
H (-2.99657, 3.80409, -3.56751)
H (-1.07469, -1.27635, -3.01004)
H (-2.11875, 0.50187, -5.23335)
H (-3.18236, -0.39000, -4.15473)
H (-2.36801, -1.50601, -6.41249)
H (-2.50933, -2.48084, -4.95866)
H (-0.28705, -2.58998, -6.42464)
H (-0.19471, -2.68428, -4.67661)
H (0.08171, -0.11563, -6.30172)
H (1.44248, -1.01518, -5.66983)
H (0.39330, 1.04817, -4.31811)
H (1.04460, -0.29960, -3.44537)
O (-3.84381, 2.27092, 0.85791)
Cl (-2.63703, 1.78006, 1.44278)
O (-2.75412, 0.40288, 1.81825)
O (-2.20354, 2.59457, 2.53445)
O (-1.57015, 1.88034, 0.37868)
O (0.30376, 0.76514, 2.24481)
C (0.80399, 1.72262, 1.65231)
N (1.03217, 2.96872, 2.10496)
C (1.79396, 3.75718, 1.15212)
C (1.88051, 2.73845, -0.03039)
O (2.42784, 2.94659, -1.08941)
N (1.28355, 1.57963, 0.36589)
C (3.21388, 4.01952, 1.68517)
C (3.42064, 4.12364, 3.05857)
C (4.68687, 4.36743, 3.57166)
C (5.76957, 4.52308, 2.71728)
C (5.57161, 4.43059, 1.34756)
C (4.30649, 4.17133, 0.83328)
C (1.08590, 5.03428, 0.72142)
C (1.65748, 5.85192, -0.25025)
C (1.01666, 7.01154, -0.65488)
C (-0.20172, 7.37258, -0.09420)
C (-0.77799, 6.55781, 0.86643)
C (-0.14171, 5.39073, 1.26917)
H (0.55440, 3.31620, 2.91954)
H (2.58925, 4.02463, 3.74460)
H (4.82359, 4.44613, 4.64242)
H (6.75596, 4.72156, 3.11592)
H (6.40455, 4.56656, 0.66864)
H (4.17100, 4.08737, -0.23638)
H (2.60037, 5.57858, -0.70339)
H (1.47239, 7.63703, -1.41187)
H (-0.69909, 8.28084, -0.40765)
H (-1.73132, 6.82164, 1.30523)
H (-0.63750, 4.75376, 1.98950)
O (1.13276, -1.80391, 0.33676)
S (3.57081, 0.26467, 0.25972)
C (3.42194, 0.28900, 2.05384)
C (4.82670, 0.05263, 2.59015)
C (5.73041, 0.93987, 1.73514)
C (5.33007, 0.69503, 0.28146)
H (2.66001, -0.43763, 2.32874)
H (3.06903, 1.28821, 2.33059)
H (5.09966, -1.00077, 2.49315)
H (4.87926, 0.32840, 3.64275)
H (6.78591, 0.71696, 1.88620)
H (5.55978, 1.98739, 1.98874)
H (5.84716, -0.16561, -0.15368)
H (5.47564, 1.54878, -0.38339)

Atom charges from the Mulliken analysis, given in e for atoms 1 to 99: atom 1 (Pt): 2.418, atom 2 (C): -2.033, atom 3 (Si): 1.896, atom 4 (C): -0.180, atom 5 (C): -0.201, atom 6 (C): -0.840, atom 7 (C): -1.104, atom 8 (C): -0.397, atom 9 (C): -0.337, atom 10 (P): 0.148, atom 11 (C): 0.999, atom 12 (C): -0.048, atom 13 (C): -0.783, atom 14 (C): -0.863, atom 15 (C): -1.010, atom 16 (C): -0.588, atom 17 (C): -0.237, atom 18 (C): -0.938, atom 19 (C): 0.558, atom 20 (C): -1.604, atom 21 (C): 0.500, atom 22 (C): -1.456, atom 23 (C): 0.363, atom 24 (C): 0.121, atom 25 (C): -1.101, atom 26 (C): -1.020, atom 27 (C): -0.160, atom 28 (C): -0.524, atom 29 (P): -0.972, atom 30 (C): 0.840, atom 31 (C): 0.377, atom 32 (C): -0.313, atom 33 (C): -1.567, atom 34 (C): -0.390, atom 35 (C): -1.496, atom 36 (C): 2.256, atom 37 (C): -0.689, atom 38 (C): -1.083, atom 39 (C): -0.334, atom 40 (C): -1.359, atom 41 (C): 0.141, atom 42 (H): 0.467, atom 43 (H): 0.804, atom 44 (H): 0.426, atom 45 (H): 0.537, atom 46 (H): 0.465, atom 47 (H): 0.466, atom 48 (H): 0.561, atom 49 (H): 0.519, atom 50 (H): -0.995, atom 51 (H): 0.289, atom 52 (H): 0.084, atom 53 (H): 0.570, atom 54 (H): 0.540, atom 55 (H): 0.329, atom 56 (H): 0.469, atom 57 (H): 0.325, atom 58 (H): -0.078, atom 59 (H): 0.314, atom 60 (H): 1.015, atom 61 (H): -0.101, atom 62 (H): 0.644, atom 63 (H): -0.831, atom 64 (H): 0.602, atom 65 (H): 0.503, atom 66 (H): 0.448, atom 67 (H): -0.945, atom 68 (H): 0.517, atom 69 (H): 0.402, atom 70 (H): 0.605, atom 71 (H): 0.548, atom 72 (H): 0.466, atom 73 (H): 0.500, atom 74 (H): 0.361, atom 75 (H): 0.932, atom 76 (H): -1.316, atom 77 (H): 0.652, atom 78 (H): 0.130, atom 79 (H): 0.556, atom 80 (H): 0.503, atom 81 (H): 0.340, atom 82 (H): -0.142, atom 83 (H): 0.486, atom 84 (H): 0.506, atom 85 (H): 0.689, atom 86 (H): -0.542, atom 87 (H): 0.450, atom 88 (H): 0.228, atom 89 (H): 0.438, atom 90 (H): 0.370, atom 91 (H): 0.579, atom 92 (H): -0.103, atom 93 (H): 0.391, atom 94 (H): 0.553, atom 95 (H): -0.363, atom 96 (H): -0.092, atom 97 (O): -0.654, atom 98 (Cl): 2.177, atom 99 (O): -0.636

(3)
Molecular formula: C15H39BN3O3SSi
Method: DFT, ωB97M-V with the def2-TZVPD basis set

DFT total energy ... -1697.2951 Eh
Max |F| ... 0.69 eV/A
Frontier orbital gap ... 7.330 eV
HOMO energy ... -11.38 eV
Total charge ... +1

Cartesian coordinates (Å):
C (3.90333, -1.89831, 1.06820)
B (2.98007, -2.34150, -0.10077)
O (2.94019, -3.58098, -0.65220)
N (1.97289, -1.37147, -0.66204)
C (1.52490, -0.33311, -0.00032)
S (0.32674, 0.57768, -0.74676)
C (-0.06685, -0.89125, -1.81814)
Si (-1.33445, -2.01923, -0.83967)
C (-2.23286, -0.98099, 0.42298)
C (-2.59820, -2.71520, -2.00985)
C (-0.41192, -3.38756, 0.03368)
C (1.34118, -1.43086, -2.00809)
H (4.91787, -2.26127, 0.88311)
H (3.94348, -0.82917, 1.27352)
H (3.58844, -2.40664, 1.98712)
H (3.62534, -3.90385, -1.23644)
H (1.90037, -0.07781, 0.99093)
H (-0.48516, -0.52045, -2.75238)
H (-1.63208, -0.74430, 1.30298)
H (-3.09017, -1.56717, 0.76573)
H (-2.62493, -0.04584, 0.01594)
H (-3.30680, -3.29253, -1.40967)
H (-2.17844, -3.39867, -2.75134)
H (-3.15579, -1.93299, -2.53032)
H (-1.15011, -4.14634, 0.30758)
H (0.05176, -3.04809, 0.96312)
H (0.35314, -3.87775, -0.57008)
H (1.39274, -2.43284, -2.42730)
H (1.92879, -0.75188, -2.63672)
C (4.38910, 1.42043, 3.73545)
C (3.03770, 2.11374, 3.63200)
C (2.34955, 2.36307, 4.97710)
O (1.79474, 1.19971, 5.55776)
C (2.66734, 0.44208, 6.37755)
N (2.17050, 1.34614, 2.72168)
H (4.27319, 0.36314, 3.98028)
H (4.91864, 1.48558, 2.78493)
H (5.01009, 1.87953, 4.50490)
H (3.19392, 3.09568, 3.17543)
H (1.50868, 3.04137, 4.81317)
H (3.03905, 2.84914, 5.67739)
H (3.34853, 1.09271, 6.93411)
H (3.26207, -0.27354, 5.80402)
H (2.04906, -0.10616, 7.08574)
H (1.30947, 1.86485, 2.56513)
H (1.87267, 0.52055, 3.24149)
C (-3.39654, 3.02160, -4.75751)
C (-2.80754, 2.50506, -3.45007)
C (-2.95142, 0.98915, -3.26857)
O (-4.23602, 0.53844, -2.90321)
C (-5.15063, 0.34928, -3.97183)
N (-3.36329, 3.27112, -2.33951)
H (-4.48540, 3.05198, -4.71020)
H (-3.05103, 4.03732, -4.94166)
H (-3.10673, 2.39674, -5.60384)
H (-1.72817, 2.70150, -3.46771)
H (-2.30808, 0.68068, -2.43455)
H (-2.60495, 0.45696, -4.16792)
H (-4.63937, -0.02821, -4.86330)
H (-5.67341, 1.27100, -4.23250)
H (-5.88125, -0.38680, -3.64209)
H (-2.89697, 3.04174, -1.46835)
H (-4.33695, 3.01479, -2.20813)

Formally, the natural (NBO) partial charges of the atoms, in units of the elementary charge, are as follows: atom 1 (C): -1.044, atom 2 (B): 1.151, atom 3 (O): -0.915, atom 4 (N): -0.583, atom 5 (C): 0.026, atom 6 (S): 0.444, atom 7 (C): -0.729, atom 8 (Si): 1.634, atom 9 (C): -1.131, atom 10 (C): -1.130, atom 11 (C): -1.135, atom 12 (C): -0.243, atom 13 (H): 0.271, atom 14 (H): 0.248, atom 15 (H): 0.274, atom 16 (H): 0.534, atom 17 (H): 0.292, atom 18 (H): 0.275, atom 19 (H): 0.239, atom 20 (H): 0.259, atom 21 (H): 0.250, atom 22 (H): 0.256, atom 23 (H): 0.247, atom 24 (H): 0.261, atom 25 (H): 0.263, atom 26 (H): 0.235, atom 27 (H): 0.251, atom 28 (H): 0.250, atom 29 (H): 0.218, atom 30 (C): -0.617, atom 31 (C): -0.078, atom 32 (C): -0.075, atom 33 (O): -0.550, atom 34 (C): -0.249, atom 35 (N): -0.867, atom 36 (H): 0.199, atom 37 (H): 0.217, atom 38 (H): 0.222, atom 39 (H): 0.197, atom 40 (H): 0.188, atom 41 (H): 0.177, atom 42 (H): 0.175, atom 43 (H): 0.160, atom 44 (H): 0.199, atom 45 (H): 0.361, atom 46 (H): 0.361, atom 47 (C): -0.615, atom 48 (C): -0.079, atom 49 (C): -0.063, atom 50 (O): -0.554, atom 51 (C): -0.250, atom 52 (N): -0.820, atom 53 (H): 0.207, atom 54 (H): 0.230, atom 55 (H): 0.206, atom 56 (H): 0.180, atom 57 (H): 0.151, atom 58 (H): 0.164, atom 59 (H): 0.170, atom 60 (H): 0.176, atom 61 (H): 0.198, atom 62 (H): 0.349, atom 63 (H): 0.361

(4)
Molecular formula: CH5OS
Method: DFT, ωB97M-V with the def2-TZVPD basis set

DFT total energy ... -514.5488 Eh
Energy relative to the best compared isomer or geometry (same formula, charge and spin) ... 5.0 kcal per mole
Max |F| ... 1.67 eV/A
Frontier orbital gap ... 6.939 eV
HOMO energy ... -2.47 eV
Total charge ... -1

Cartesian coordinates (Å):
O (1.42686, 0.75121, -1.75650)
H (2.06388, 1.15722, -1.18513)
C (-1.44411, 0.41613, 0.91141)
S (-0.04704, -0.75457, 0.50534)
H (-1.87213, -0.01546, 1.81455)
H (-2.16239, 0.70460, 0.14674)
H (-0.95080, 1.34668, 1.21020)
H (0.72877, 0.25832, -1.22355)

Formally, the natural (NBO) partial charges of the atoms, in units of the elementary charge, are as follows: atom 1 (O): -1.035, atom 2 (H): 0.454, atom 3 (C): -0.734, atom 4 (S): -0.713, atom 5 (H): 0.184, atom 6 (H): 0.173, atom 7 (H): 0.176, atom 8 (H): 0.496